Entry 1:
Entry from OMol25: 9 unconnected molecules or ions with the total composition C81H171N9O9 in a non-equilibrium geometry (the ωB97M-V functional and the def2-TZVPD basis).

```
! wB97M-V def2-TZVPD RIJCOSX def2/J DEFGRID3
* xyz 0 1
C -13.740 13.337 -27.462
C -14.270 14.729 -27.822
C -13.046 15.662 -28.094
C -15.086 14.675 -29.121
C -16.076 15.827 -29.399
C -16.901 16.169 -28.172
C -16.075 16.365 -26.906
C -15.420 17.754 -26.934
C -17.113 16.374 -25.786
N -15.111 15.257 -26.740
O -14.487 15.282 -25.484
H -13.013 13.344 -26.648
H -14.574 12.734 -27.100
H -13.243 12.929 -28.343
H -12.348 15.537 -27.261
H -12.472 15.507 -29.009
H -13.314 16.718 -28.148
H -14.354 14.573 -29.928
H -15.602 13.714 -29.250
H -15.393 16.613 -29.735
H -16.685 15.476 -30.231
H -17.619 15.343 -28.132
H -17.487 17.041 -28.473
H -16.216 18.493 -26.870
H -14.872 17.862 -27.869
H -14.746 17.753 -26.076
H -17.963 17.033 -25.967
H -16.771 16.706 -24.799
H -17.409 15.339 -25.594
H -13.687 15.820 -25.618
C -20.773 20.594 -34.551
C -21.188 19.702 -33.388
C -21.966 20.488 -32.322
C -22.110 18.588 -34.005
C -21.592 17.275 -34.565
C -20.600 16.680 -33.557
C -19.520 17.707 -33.100
C -18.846 17.021 -31.897
C -18.527 17.704 -34.248
N -20.070 18.988 -32.746
O -19.087 19.875 -32.302
H -19.841 21.153 -34.421
H -20.568 20.121 -35.515
H -21.546 21.348 -34.714
H -21.500 21.031 -31.503
H -22.706 21.119 -32.821
H -22.647 19.783 -31.831
H -22.955 18.421 -33.328
H -22.717 19.021 -34.812
H -22.439 16.595 -34.650
H -21.060 17.372 -35.513
H -20.192 15.732 -33.901
H -21.238 16.447 -32.695
H -19.233 17.258 -30.903
H -17.849 17.456 -31.750
H -18.719 15.954 -32.069
H -18.136 16.722 -34.513
H -17.661 18.329 -34.006
H -18.934 18.148 -35.161
H -19.302 20.192 -31.417
C -23.783 16.159 -22.209
C -22.587 16.954 -21.576
C -22.937 18.423 -21.342
C -22.466 16.346 -20.157
C -21.781 14.967 -20.150
C -20.472 14.983 -20.985
C -20.701 15.485 -22.396
C -19.285 15.838 -22.914
C -21.191 14.450 -23.403
N -21.392 16.746 -22.350
O -21.367 17.515 -23.517
H -24.020 15.198 -21.752
H -24.725 16.689 -22.017
H -23.707 16.088 -23.293
H -23.195 18.902 -22.290
H -23.871 18.460 -20.780
H -22.190 19.040 -20.844
H -21.704 16.934 -19.632
H -23.423 16.247 -19.651
H -21.503 14.682 -19.133
H -22.415 14.144 -20.492
H -20.219 13.926 -21.100
H -19.700 15.492 -20.411
H -18.989 16.767 -22.418
H -19.160 16.053 -23.982
H -18.463 15.118 -22.859
H -22.179 14.011 -23.233
H -20.553 13.564 -23.348
H -21.185 14.859 -24.413
H -20.591 18.083 -23.432
C -16.186 11.693 -34.500
C -17.104 12.536 -33.564
C -16.264 12.872 -32.317
C -17.425 13.842 -34.320
C -18.447 13.652 -35.419
C -19.784 13.027 -34.929
C -19.680 12.161 -33.617
C -20.192 12.952 -32.415
C -20.525 10.905 -33.894
N -18.308 11.816 -33.231
O -18.104 10.568 -32.658
H -16.788 11.425 -35.371
H -15.424 12.341 -34.933
H -15.768 10.838 -33.975
H -16.753 13.504 -31.571
H -16.053 11.935 -31.792
H -15.297 13.329 -32.535
H -17.657 14.625 -33.593
H -16.527 14.258 -34.785
H -18.758 14.503 -36.026
H -18.155 12.899 -36.156
H -20.307 12.482 -35.714
H -20.477 13.848 -34.726
H -21.100 13.555 -32.529
H -19.507 13.765 -32.152
H -20.206 12.283 -31.554
H -19.956 10.174 -34.471
H -21.430 11.088 -34.476
H -20.915 10.495 -32.960
H -18.173 9.882 -33.340
C -9.313 14.405 -29.456
C -7.957 13.702 -29.292
C -8.125 12.172 -29.443
C -7.086 14.275 -30.446
C -5.599 14.031 -30.254
C -5.113 14.434 -28.833
C -5.932 13.795 -27.691
C -5.497 12.344 -27.345
C -5.708 14.700 -26.440
N -7.366 13.930 -27.978
O -8.226 13.910 -26.880
H -9.878 14.225 -28.539
H -9.207 15.481 -29.585
H -9.859 14.005 -30.310
H -8.782 11.815 -28.648
H -8.605 11.941 -30.400
H -7.166 11.661 -29.474
H -7.394 13.928 -31.434
H -7.303 15.347 -30.470
H -5.459 12.943 -30.214
H -4.968 14.436 -31.042
H -5.166 15.525 -28.831
H -4.066 14.175 -28.667
H -6.178 11.779 -26.707
H -4.573 12.426 -26.772
H -5.419 11.836 -28.305
H -6.159 14.259 -25.548
H -6.118 15.696 -26.596
H -4.684 14.825 -26.074
H -8.295 12.962 -26.669
C -17.823 9.498 -28.873
C -18.455 10.558 -27.984
C -17.473 11.147 -26.986
C -18.812 11.715 -28.978
C -19.866 12.689 -28.417
C -21.098 11.827 -28.134
C -20.862 10.725 -27.090
C -20.661 11.378 -25.698
C -22.065 9.804 -27.140
N -19.660 9.932 -27.414
O -19.339 8.945 -26.429
H -18.583 8.985 -29.452
H -16.983 9.872 -29.466
H -17.305 8.783 -28.222
H -17.157 10.278 -26.393
H -16.571 11.548 -27.444
H -17.880 11.881 -26.293
H -17.885 12.253 -29.191
H -19.098 11.260 -29.929
H -19.439 13.243 -27.577
H -20.134 13.476 -29.127
H -21.427 11.499 -29.120
H -21.813 12.513 -27.673
H -20.794 10.699 -24.852
H -21.525 12.039 -25.558
H -19.775 11.977 -25.502
H -22.080 9.051 -26.353
H -21.965 9.322 -28.115
H -23.033 10.307 -27.144
H -18.918 9.532 -25.778
C -12.217 21.203 -24.353
C -11.974 21.799 -25.757
C -12.263 20.701 -26.793
C -13.024 22.915 -25.823
C -12.734 23.770 -27.062
C -11.273 24.216 -27.056
C -10.226 23.115 -26.957
C -10.117 22.393 -28.288
C -8.850 23.752 -26.684
N -10.599 22.310 -25.815
O -9.685 21.421 -25.218
H -13.239 20.840 -24.259
H -11.603 20.326 -24.125
H -11.851 21.896 -23.594
H -11.422 20.294 -27.348
H -12.716 19.802 -26.349
H -13.098 20.875 -27.481
H -13.991 22.415 -25.844
H -12.918 23.609 -24.989
H -12.924 23.226 -27.992
H -13.353 24.670 -27.077
H -11.125 24.754 -26.111
H -11.070 24.908 -27.874
H -11.098 22.086 -28.663
H -9.501 21.491 -28.313
H -9.832 23.028 -29.132
H -8.136 22.929 -26.650
H -8.801 24.269 -25.722
H -8.572 24.553 -27.369
H -9.411 20.833 -25.944
C -12.766 9.541 -31.360
C -12.300 9.161 -29.950
C -11.360 10.232 -29.410
C -13.599 9.080 -29.120
C -13.537 8.086 -27.978
C -13.136 6.736 -28.496
C -11.651 6.788 -29.014
C -10.724 7.005 -27.811
C -11.338 5.445 -29.700
N -11.609 7.831 -30.071
O -10.333 7.882 -30.657
H -11.938 9.455 -32.069
H -13.561 8.894 -31.731
H -13.136 10.567 -31.414
H -11.892 11.174 -29.563
H -11.115 10.082 -28.357
H -10.422 10.313 -29.957
H -13.707 10.065 -28.654
H -14.505 8.919 -29.704
H -12.848 8.430 -27.200
H -14.477 8.178 -27.422
H -13.779 6.344 -29.285
H -13.173 6.028 -27.664
H -10.854 6.314 -26.978
H -10.799 8.019 -27.413
H -9.669 6.938 -28.092
H -11.397 4.686 -28.914
H -10.281 5.486 -29.963
H -11.983 5.179 -30.532
H -10.493 7.599 -31.564
C -21.770 20.386 -28.438
C -21.289 20.537 -26.994
C -22.259 19.780 -26.089
C -19.839 20.021 -26.996
C -19.114 20.391 -25.735
C -19.166 21.891 -25.487
C -20.577 22.535 -25.496
C -21.258 22.272 -24.136
C -20.398 24.047 -25.706
N -21.225 21.974 -26.704
O -22.390 22.679 -27.095
H -22.860 20.488 -28.440
H -21.380 21.008 -29.244
H -21.665 19.367 -28.827
H -23.133 20.389 -25.851
H -22.641 18.781 -26.307
H -21.748 19.598 -25.137
H -19.922 18.930 -27.034
H -19.336 20.374 -27.896
H -19.463 19.777 -24.901
H -18.069 20.121 -25.922
H -18.582 22.377 -26.271
H -18.781 22.091 -24.484
H -22.286 22.625 -24.269
H -20.789 22.878 -23.363
H -21.351 21.225 -23.857
H -21.368 24.540 -25.778
H -19.843 24.326 -26.607
H -19.775 24.541 -24.957
H -22.035 23.326 -27.714
*
```

DFT total energy = -4358.24127 Ha
max |F| = 2.53 eV/A
HOMO = -7.9 eV
energy relative to the best compared isomer or geometry (same formula, charge and spin) = 153.4 kcal per mole
SMILES string = CC1(C)CCCC(C)(C)N1O.CC1(C)CCCC(C)(C)N1O.CC1(C)CCCC(C)(C)N1O.CC1(C)CCCC(C)(C)N1O.CC1(C)CCCC(C)(C)N1O.CC1(C)CCCC(C)(C)N1O.CC1(C)CCCC(C)(C)N1O.CC1(C)CCCC(C)(C)N1O.CC1(C)CCCC(C)(C)N1O

Entry 2:
Entry from OMol25: 3 unconnected molecules or ions with the total composition C19H37F4IN2O5S in a non-equilibrium geometry (the ωB97M-V functional and the def2-TZVPD basis).

```
! wB97M-V def2-TZVPD RIJCOSX def2/J DEFGRID3
* xyz 0 1
C 6.332 2.109 0.960
O 5.157 2.664 1.493
C 4.580 3.654 0.662
C 4.288 3.205 -0.770
C 2.952 3.676 -1.373
C 1.695 3.582 -0.525
C 1.207 2.175 -0.157
I 2.032 1.290 1.620
C 1.250 1.084 -1.260
S 2.757 0.059 -1.393
C 0.132 0.124 -0.671
O 0.080 -1.098 -0.716
O -0.791 0.885 -0.037
C -0.345 2.245 -0.109
C -1.033 2.958 1.034
F -0.806 2.369 2.211
F -0.645 4.241 1.113
C -2.560 2.932 0.819
F -3.150 3.698 1.741
F -2.839 3.457 -0.390
H 6.112 1.367 0.196
H 6.985 2.860 0.521
H 6.823 1.584 1.763
H 3.708 4.019 1.186
H 5.295 4.477 0.624
H 4.379 2.138 -0.904
H 5.058 3.642 -1.393
H 2.809 3.134 -2.300
H 3.066 4.716 -1.660
H 0.897 4.019 -1.115
H 1.748 4.191 0.363
H 0.959 1.427 -2.245
H 2.369 -0.672 -2.450
H -0.675 2.575 -1.081
H -2.920 1.913 0.901
C -3.314 -2.149 -5.228
O -2.526 -1.581 -4.199
C -3.102 -1.615 -2.907
C -2.936 -2.945 -2.157
C -3.872 -4.047 -2.643
N -1.558 -3.435 -2.201
H -4.381 -1.981 -5.056
H -3.123 -3.220 -5.330
H -3.033 -1.668 -6.164
H -2.577 -0.843 -2.338
H -4.158 -1.315 -2.954
H -3.185 -2.745 -1.110
H -3.536 -4.483 -3.583
H -3.909 -4.854 -1.912
H -4.889 -3.673 -2.781
H -0.953 -2.734 -1.782
H -1.271 -3.456 -3.176
C 0.889 -3.434 3.616
O 0.567 -2.164 4.153
C -0.232 -1.346 3.321
C -1.737 -1.640 3.376
C -2.145 -2.893 2.606
N -2.233 -1.744 4.752
H 1.018 -3.391 2.531
H 0.127 -4.176 3.866
H 1.828 -3.755 4.067
H -0.077 -0.326 3.683
H 0.137 -1.376 2.287
H -2.240 -0.791 2.904
H -1.898 -3.805 3.149
H -3.223 -2.899 2.446
H -1.658 -2.932 1.629
H -2.059 -0.868 5.236
H -1.646 -2.416 5.239
*
```

DFT total energy = -2327.14305 Ha
max |F| = 2.91 eV/A
HOMO = -9.0 eV
SMILES string = COCCCC[C@]1(I)[C@@H](S)C(=O)O[C@H]1C(F)(F)C(F)F.COC[C@@H](C)N.COC[C@@H](C)N

Entry 3:
Entry from OMol25: C3H5FN4 in the gas phase in a non-equilibrium geometry (the ωB97M-V functional and the def2-TZVPD basis).

```
! wB97M-V def2-TZVPD RIJCOSX def2/J DEFGRID3
* xyz 0 1
C 0.862 -0.966 4.163
C -0.230 0.370 1.611
C 0.737 -0.820 -0.397
N 1.140 -1.229 3.008
N 0.852 -1.692 1.851
N 0.313 -0.684 1.036
N -0.751 1.401 0.837
F 1.532 -0.219 4.927
H 1.768 -1.069 -0.406
H 0.175 -1.652 -0.806
H 0.566 0.252 -0.738
H -0.898 2.263 1.424
H -0.846 1.613 -0.234
*
```

DFT total energy = -435.96615 Ha
max |F| = 3.48 eV/A
HOMO (spin up / spin down) = -8.4 / -8.4 eV
energy relative to the best compared isomer or geometry (same formula, charge and spin) = 144.6 kcal per mole

Entry 4:
Entry from OMol25: a molecular structure, C14H4AuCl3N2S5 in a non-equilibrium geometry (the ωB97M-V functional and the def2-TZVPD basis).

```
! wB97M-V def2-TZVPD RIJCOSX def2/J DEFGRID3
* xyz -2 1
Au -1.555 1.113 -1.517
S -0.847 -0.228 -8.637
C -1.034 0.079 -7.033
S -0.075 -0.684 -5.808
C -0.797 0.116 -4.431
C -1.794 0.998 -4.685
S -2.668 1.910 -3.516
S -2.198 1.196 -6.384
S -0.163 -0.303 -2.879
N 4.490 -3.254 4.963
C 3.783 -2.742 4.213
C 2.914 -2.105 3.314
C 1.661 -2.659 3.023
C 0.793 -2.006 2.181
C 1.146 -0.778 1.604
C 2.403 -0.229 1.894
C 3.272 -0.882 2.736
C 0.260 -0.133 0.722
C -0.540 0.427 0.008
H 1.383 -3.601 3.477
H -0.180 -2.421 1.965
H 2.675 0.722 1.461
H 4.238 -0.453 2.970
Cl -2.502 4.399 2.494
C -3.058 2.865 1.934
Cl -4.443 2.265 2.769
Cl -1.339 1.436 3.065
C -2.983 2.618 0.618
N -2.842 2.332 -0.522
*
```

DFT total energy = -4152.60357 Ha
max |F| = 1.92 eV/A
HOMO (spin up / spin down) = -1.0 / -1.0 eV

Entry 5:
Entry from OMol25: 2 unconnected molecules or ions with the total composition C27H29N3O5 in a non-equilibrium geometry (the ωB97M-V functional and the def2-TZVPD basis).

```
! wB97M-V def2-TZVPD RIJCOSX def2/J DEFGRID3
* xyz 0 1
C -3.419 4.306 6.025
C -2.273 3.339 5.765
N -2.056 3.176 4.322
C -1.129 2.153 3.997
C 0.220 2.430 3.682
C 1.107 1.388 3.472
C 0.649 0.034 3.385
C 1.541 -1.008 3.013
C 1.165 -2.188 2.324
C -0.048 -2.282 1.565
C -0.413 -3.449 0.920
C 0.389 -4.602 1.044
N -0.023 -5.861 0.551
C -0.546 -6.745 1.603
C -0.920 -8.112 1.053
O -1.663 -8.028 -0.163
C -0.973 -7.282 -1.170
C -0.739 -5.846 -0.729
C 1.629 -4.520 1.724
C 2.030 -3.333 2.301
C -0.729 -0.215 3.697
C -1.582 0.814 4.033
C -1.936 4.417 3.555
C -3.168 5.258 3.857
O -3.300 5.507 5.260
H -4.373 3.785 5.808
H -3.393 4.640 7.074
H -1.357 3.726 6.258
H -2.512 2.354 6.180
H 0.551 3.470 3.670
H 2.166 1.599 3.318
H 2.591 -0.867 3.237
H -0.698 -1.410 1.477
H -1.346 -3.500 0.353
H 0.239 -6.851 2.359
H -1.436 -6.291 2.081
H 0.014 -8.695 0.918
H -1.597 -8.621 1.756
H 0.012 -7.732 -1.415
H -1.646 -7.314 -2.040
H -1.699 -5.304 -0.650
H -0.101 -5.337 -1.461
H 2.248 -5.418 1.748
H 3.008 -3.255 2.776
H -1.105 -1.236 3.677
H -2.626 0.635 4.293
H -1.012 4.970 3.810
H -1.919 4.156 2.489
H -3.076 6.258 3.408
H -4.055 4.725 3.454
O 7.026 -2.772 0.466
N 7.734 -2.989 1.470
O 8.871 -3.505 1.407
C 7.213 -2.636 2.763
C 8.009 -2.856 3.894
C 7.489 -2.523 5.150
C 6.209 -2.018 5.288
C 5.312 -1.853 4.137
O 4.098 -1.539 4.240
C 5.927 -2.123 2.855
H 9.004 -3.274 3.767
H 8.111 -2.671 6.030
H 5.809 -1.771 6.268
H 5.348 -1.972 1.952
*
```

DFT total energy = -1586.49701 Ha
max |F| = 2.28 eV/A
HOMO = -6.2 eV
energy relative to the best compared isomer or geometry (same formula, charge and spin) = 183.5 kcal per mole

Entry 6:
Entry from OMol25: 2 unconnected molecules or ions with the total composition C11H15N (the ωB97M-V functional and the def2-TZVPD basis).

```
! wB97M-V def2-TZVPD RIJCOSX def2/J DEFGRID3
* xyz 0 1
C -1.749 1.954 -1.386
C -1.360 0.934 -0.375
C -1.606 0.985 0.955
N -1.236 -0.207 1.581
C -0.545 -0.954 0.625
C 0.297 -2.054 0.797
C 0.956 -2.524 -0.309
C 0.739 -1.975 -1.589
C -0.013 -0.830 -1.721
C -0.670 -0.316 -0.607
H -2.518 2.625 -0.996
H -2.185 1.500 -2.282
H -0.938 2.594 -1.722
H -2.133 1.757 1.490
H -0.787 -0.169 2.485
H 0.453 -2.507 1.764
H 1.672 -3.333 -0.257
H 1.164 -2.467 -2.459
H -0.167 -0.367 -2.695
C 2.057 1.790 1.662
C 2.404 1.774 0.176
H 1.993 0.789 2.107
H 2.862 2.234 2.242
H 1.153 2.325 1.963
H 1.565 1.792 -0.522
H 2.989 0.883 -0.025
H 3.033 2.640 -0.028
*
```

DFT total energy = -482.90352 Ha
max |F| = 0.95 eV/A
HOMO = -8.0 eV
energy relative to the best compared isomer or geometry (same formula, charge and spin) = 7.3 kcal per mole
SMILES string = Cc1c[nH]c2ccccc12.CC